Below is a molecular structure, C41H100FN4O15PSi2 in a non-equilibrium geometry, with properties calculated with the ωB97M-V functional and the def2-TZVPD basis.

```
164
C41H100FN4O15PSi2 the ωB97M-V functional and the def2-TZVPD basis
C 7.314 -1.055 6.088
C 7.232 -0.797 4.528
O 6.750 0.551 4.375
P 6.055 0.841 2.890
O 7.007 1.614 1.994
C 4.578 1.948 3.226
C 3.536 1.227 4.206
Si 2.078 0.646 3.125
O 0.556 0.646 3.913
Si -0.383 2.071 3.671
C 0.215 3.369 4.963
O 1.527 3.872 4.670
C 1.651 5.262 4.873
O 1.784 5.948 3.638
C 2.821 5.397 2.842
C 3.737 6.548 2.261
O 4.183 7.391 3.328
C -2.175 1.631 4.204
C -2.844 0.533 3.307
C -2.117 -0.871 3.420
C -4.308 0.299 3.864
C -0.360 2.749 1.893
C -1.287 4.019 1.713
C -0.885 4.674 0.334
F -1.031 4.984 2.685
O 5.585 -0.549 2.098
C 4.939 -0.256 0.848
C 5.934 -0.099 -0.366
H 6.386 -0.584 6.503
H 7.225 -2.136 6.322
H 8.189 -0.565 6.554
H 6.555 -1.577 4.127
H 8.275 -0.910 4.149
H 4.124 2.246 2.262
H 5.019 2.823 3.759
H 3.257 1.888 5.051
H 4.057 0.343 4.651
H 2.357 -0.762 2.758
H 2.113 1.412 1.874
H -0.581 4.148 4.992
H 0.185 2.849 5.959
H 0.792 5.709 5.424
H 2.559 5.514 5.484
H 3.511 4.723 3.401
H 2.363 4.865 1.972
H 4.643 6.037 1.852
H 3.250 7.111 1.443
H 4.255 6.827 4.101
H -2.117 1.307 5.269
H -2.787 2.570 4.196
H -2.894 0.886 2.248
H -1.647 -0.942 4.432
H -1.279 -0.846 2.693
H -2.817 -1.714 3.274
H -4.999 1.133 3.625
H -4.295 0.094 4.959
H -4.698 -0.633 3.388
H -0.774 1.977 1.198
H 0.640 3.061 1.529
H -2.362 3.740 1.654
H -1.146 5.758 0.404
H 0.205 4.625 0.145
H -1.502 4.248 -0.485
H 4.272 0.633 0.898
H 4.308 -1.145 0.614
H 5.741 -0.884 -1.133
H 5.705 0.887 -0.817
H 6.994 -0.148 -0.039
C -1.944 -4.800 2.679
O -1.974 -3.807 1.668
C -0.881 -3.896 0.758
C -1.365 -4.318 -0.622
N -1.792 -5.715 -0.624
C -2.491 -6.118 -1.844
C -3.831 -5.440 -2.149
O -4.866 -5.768 -1.234
C -4.899 -4.964 -0.063
H -2.728 -4.566 3.400
H -2.143 -5.792 2.264
H -0.983 -4.801 3.200
H -0.095 -4.561 1.127
H -0.455 -2.890 0.682
H -0.552 -4.190 -1.342
H -2.185 -3.648 -0.904
H -2.409 -5.872 0.162
H -2.673 -7.192 -1.759
H -1.819 -5.980 -2.698
H -4.167 -5.818 -3.119
H -3.740 -4.355 -2.264
H -4.553 -3.944 -0.249
H -4.312 -5.424 0.736
H -5.931 -4.921 0.286
C 3.900 1.211 -6.684
O 2.615 1.609 -6.236
C 1.695 0.526 -6.119
C 1.353 0.268 -4.658
N 2.492 -0.306 -3.945
C 2.319 -0.352 -2.494
C 2.200 0.985 -1.756
O 3.386 1.760 -1.775
C 3.536 2.579 -2.925
H 4.481 2.113 -6.876
H 4.419 0.623 -5.921
H 3.832 0.638 -7.613
H 2.065 -0.380 -6.607
H 0.782 0.832 -6.638
H 0.509 -0.425 -4.602
H 1.046 1.224 -4.217
H 3.318 0.243 -4.149
H 3.191 -0.878 -2.092
H 1.445 -0.970 -2.260
H 2.015 0.753 -0.701
H 1.339 1.576 -2.089
H 2.579 2.924 -3.318
H 4.099 2.050 -3.700
H 4.126 3.452 -2.643
C -9.614 -11.192 1.850
O -8.361 -11.307 1.198
C -8.471 -11.559 -0.201
C -7.988 -10.359 -1.002
N -8.919 -9.240 -0.888
C -8.401 -7.981 -1.430
C -7.176 -7.364 -0.747
O -7.426 -6.901 0.574
C -7.302 -7.886 1.586
H -9.429 -11.143 2.923
H -10.134 -10.278 1.548
H -10.244 -12.062 1.646
H -9.487 -11.846 -0.486
H -7.815 -12.407 -0.418
H -7.896 -10.643 -2.055
H -6.992 -10.091 -0.629
H -9.143 -9.097 0.088
H -9.218 -7.257 -1.367
H -8.185 -8.119 -2.494
H -6.905 -6.480 -1.321
H -6.300 -8.019 -0.775
H -6.549 -8.639 1.342
H -8.266 -8.363 1.779
H -7.002 -7.386 2.508
C 2.899 8.726 -7.248
O 3.743 8.800 -6.111
C 3.292 9.731 -5.130
C 2.836 9.004 -3.873
N 1.589 8.280 -4.107
C 1.222 7.369 -3.023
C 2.157 6.187 -2.745
O 2.194 5.220 -3.784
C 3.115 5.502 -4.826
H 3.396 8.104 -7.992
H 1.939 8.264 -6.998
H 2.733 9.717 -7.679
H 2.507 10.387 -5.518
H 4.151 10.358 -4.875
H 2.682 9.734 -3.072
H 3.643 8.326 -3.572
H 1.676 7.741 -4.959
H 0.239 6.962 -3.276
H 1.095 7.948 -2.103
H 1.757 5.662 -1.871
H 3.169 6.504 -2.469
H 3.995 6.041 -4.469
H 2.627 6.060 -5.629
H 3.440 4.550 -5.251
```

Values from the calculation:
Gap between HOMO and LUMO: 8.899 eV
Total charge: 0
Highest occupied orbital energy: -8.5 eV
Spin multiplicity: 1
E: -3989.86771 Eh
LUMO level: 0.381 eV